No. 1
{"formula": "C28H59ClF2NO8", "method": "ωB97M-V/def2-TZVPD", "spin_multiplicity": 1, "orbital_gap_ev": 6.43, "de_lowest_kj_mol": 0.0, "e_tot_ha": -2418.52463, "total_charge": 1, "symbols": ["C", "C", "N", "C", "C", "F", "C", "C", "O", "O", "Cl", "C", "C", "C", "C", "F", "H", "H", "H", "H", "H", "H", "H", "H", "H", "H", "H", "C", "C", "C", "O", "H", "H", "H", "H", "H", "H", "H", "H", "C", "C", "C", "O", "H", "H", "H", "H", "H", "H", "H", "H", "C", "C", "C", "O", "H", "H", "H", "H", "H", "H", "H", "H", "C", "C", "C", "O", "H", "H", "H", "H", "H", "H", "H", "H", "C", "C", "C", "O", "H", "H", "H", "H", "H", "H", "H", "H", "C", "C", "C", "O", "H", "H", "H", "H", "H", "H", "H", "H"], "positions_angstrom": [[-2.8102, -3.3050, 4.8773], [-3.9317, -2.3589, 4.4012], [-3.3194, -1.1538, 3.7580], [-2.7435, -1.3755, 2.5469], [-2.1151, -0.3365, 1.8618], [-1.5443, -0.6065, 0.7137], [-2.0809, 0.9471, 2.4223], [-1.4054, 2.1019, 1.7085], [-1.7129, 2.3687, 0.6045], [-0.4463, 2.7905, 2.4087], [0.6808, 1.6862, 3.0241], [-2.6819, 1.1426, 3.6682], [-3.2961, 0.0640, 4.3397], [-3.8966, 0.3306, 5.7071], [-5.2477, 1.0400, 5.6289], [-3.0019, 1.1788, 6.3490], [-2.6679, -4.1136, 4.1638], [-2.9848, -3.6705, 5.8852], [-1.8678, -2.7535, 4.9046], [-4.5880, -2.0632, 5.2095], [-4.5428, -2.8219, 3.6294], [-2.7698, -2.3659, 2.1113], [-2.6947, 2.1126, 4.1484], [-3.9784, -0.5665, 6.3186], [-5.2879, 1.6678, 4.7364], [-5.3359, 1.7038, 6.4871], [-6.0777, 0.3356, 5.6008], [-1.6806, 6.2948, 3.2288], [-2.8646, 5.5821, 2.5910], [-2.8584, 5.7445, 1.0829], [-4.0789, 6.0771, 3.1479], [-1.7313, 7.3677, 3.0297], [-1.6932, 6.1658, 4.3117], [-0.7320, 5.9154, 2.8436], [-2.8299, 4.5144, 2.8352], [-2.9408, 6.7959, 0.7966], [-3.7103, 5.2291, 0.6371], [-1.9400, 5.3382, 0.6560], [-4.1354, 7.0178, 2.9472], [1.4783, -3.2781, -1.9271], [-0.0034, -3.1262, -2.2360], [-0.4640, -1.6796, -2.0995], [-0.7647, -3.9596, -1.3565], [1.6934, -2.9763, -0.8972], [1.7864, -4.3182, -2.0240], [2.0886, -2.6718, -2.5986], [-0.2016, -3.4766, -3.2483], [-0.3128, -1.3273, -1.0777], [-1.5295, -1.5933, -2.3195], [0.0856, -1.0229, -2.7754], [-0.5887, -3.6597, -0.4588], [1.5351, 6.7617, -0.7152], [0.2809, 6.2187, -1.3845], [0.3514, 4.7079, -1.5559], [0.0983, 6.8426, -2.6516], [2.4167, 6.5516, -1.3269], [1.4696, 7.8440, -0.6035], [1.6844, 6.3181, 0.2714], [-0.5930, 6.4771, -0.7857], [1.1953, 4.4334, -2.1952], [-0.5526, 4.3364, -2.0400], [0.4646, 4.2009, -0.5947], [0.8606, 6.6299, -3.2009], [4.6584, 2.0722, -0.1011], [3.8204, 0.9566, -0.7060], [2.5450, 0.7250, 0.0893], [4.5818, -0.2473, -0.7613], [4.9602, 1.8150, 0.9184], [5.5692, 2.2219, -0.6802], [4.1058, 3.0128, -0.0719], [3.5665, 1.2079, -1.7371], [2.7818, 0.4258, 1.1151], [1.9581, -0.0811, -0.3560], [1.9308, 1.6276, 0.1224], [4.8229, -0.4913, 0.1385], [7.0231, -3.4833, -0.6322], [5.8682, -4.2002, -1.3153], [5.8860, -3.9674, -2.8184], [4.6266, -3.7549, -0.7702], [6.9502, -2.4048, -0.7923], [6.9959, -3.6550, 0.4446], [7.9855, -3.8266, -1.0150], [5.9280, -5.2699, -1.1094], [5.7805, -2.9014, -3.0401], [5.0511, -4.4830, -3.2948], [6.8153, -4.3237, -3.2650], [4.5547, -2.8099, -0.9414], [-2.4126, -6.1057, -7.1323], [-1.1261, -6.2945, -6.3428], [-1.1994, -5.6042, -4.9892], [-0.0203, -5.7882, -7.0884], [-2.5914, -5.0438, -7.3241], [-2.3425, -6.6025, -8.1000], [-3.2719, -6.5096, -6.5948], [-0.9382, -7.3591, -6.1996], [-1.3414, -4.5265, -5.1166], [-0.2685, -5.7457, -4.4382], [-2.0222, -5.9929, -4.3874], [-0.1658, -4.8466, -7.2290]], "atomic_forces_ev_per_a": [[0.14, 0.52, -0.25], [0.42, -0.34, -0.02], [-0.03, 0.22, -0.31], [0.33, 1.08, -0.29], [-0.69, -0.32, 1.11], [0.06, 0.09, -0.11], [0.07, 0.07, 0.93], [-0.16, -0.90, -0.05], [-0.15, 0.64, -0.51], [-0.03, -0.11, -0.06], [0.04, 0.14, 0.26], [-0.18, -1.12, -0.35], [0.31, 0.39, -0.48], [-0.34, 0.26, 0.23], [0.26, 0.13, -0.43], [0.07, -0.12, -0.11], [-0.08, -0.19, 0.23], [-0.15, -0.23, -0.12], [-0.02, -0.03, 0.12], [0.00, 0.19, -0.09], [-0.08, 0.03, 0.07], [-0.12, -0.01, 0.19], [0.15, -0.03, -0.03], [0.22, -0.01, -0.03], [-0.10, -0.01, 0.04], [-0.09, -0.21, 0.13], [0.01, 0.01, 0.03], [0.07, -0.19, 0.18], [0.16, 0.68, -0.11], [-0.14, -0.20, -0.17], [-0.08, -0.38, 0.07], [0.01, -0.02, -0.10], [0.00, -0.03, -0.01], [0.00, 0.04, -0.02], [-0.12, 0.02, 0.11], [0.12, 0.03, 0.10], [0.04, -0.06, 0.00], [-0.02, 0.01, -0.05], [-0.01, 0.00, 0.00], [-0.04, -0.10, -0.12], [0.31, 0.37, 0.43], [-0.11, -0.10, -0.18], [-0.26, -0.08, -0.19], [-0.01, 0.08, -0.01], [0.02, 0.01, -0.03], [0.02, 0.00, 0.03], [-0.13, -0.13, 0.07], [0.18, -0.02, -0.02], [0.02, -0.01, -0.05], [0.00, 0.01, 0.01], [0.12, -0.05, -0.01], [-0.06, 0.14, 0.10], [0.56, -0.19, -0.21], [-0.19, -0.09, -0.01], [-0.27, 0.07, 0.10], [-0.01, -0.10, 0.02], [-0.03, -0.01, 0.03], [0.03, -0.01, -0.01], [-0.06, 0.10, -0.12], [0.07, 0.05, 0.07], [-0.03, 0.01, 0.05], [0.02, 0.00, 0.00], [0.00, 0.02, 0.00], [0.09, 0.05, -0.12], [0.05, 0.10, 0.49], [-0.19, -0.12, -0.12], [-0.03, -0.24, -0.30], [-0.09, 0.00, 0.03], [-0.03, 0.01, -0.03], [0.00, 0.00, 0.02], [0.07, -0.13, -0.03], [0.08, 0.09, 0.00], [0.00, 0.03, -0.05], [0.02, 0.01, 0.01], [0.06, 0.06, 0.07], [0.01, -0.11, 0.18], [0.17, 0.47, -0.21], [-0.11, -0.11, -0.08], [-0.13, -0.25, 0.20], [0.01, 0.03, -0.13], [0.02, -0.06, -0.01], [-0.01, 0.04, 0.00], [-0.13, 0.01, 0.07], [0.09, 0.01, 0.05], [0.03, -0.04, 0.02], [0.00, 0.02, 0.00], [-0.01, 0.15, -0.11], [-0.01, -0.14, -0.11], [-0.24, 0.52, -0.03], [0.14, -0.10, 0.11], [0.13, -0.24, 0.04], [-0.01, 0.02, 0.09], [0.01, -0.04, 0.03], [-0.01, 0.02, 0.00], [0.13, 0.01, -0.07], [-0.11, -0.02, -0.07], [-0.02, -0.06, 0.00], [0.00, 0.04, 0.01], [-0.01, -0.01, -0.02]]}

=====

No. 2
{"formula": "C28H60BN5O5", "method": "ωB97M-V/def2-TZVPD", "s2": 3.762, "spin_multiplicity": 4, "orbital_gap_ev": 3.43, "e_tot_ha": -1777.53264, "total_charge": -1, "symbols": ["N", "N", "C", "B", "O", "O", "H", "H", "H", "H", "H", "H", "C", "C", "C", "C", "C", "C", "N", "O", "C", "C", "C", "H", "H", "H", "H", "H", "H", "H", "H", "H", "H", "H", "H", "H", "H", "H", "H", "H", "H", "C", "C", "C", "C", "C", "C", "N", "O", "C", "C", "C", "H", "H", "H", "H", "H", "H", "H", "H", "H", "H", "H", "H", "H", "H", "H", "H", "H", "H", "C", "C", "C", "C", "C", "C", "N", "O", "C", "C", "C", "H", "H", "H", "H", "H", "H", "H", "H", "H", "H", "H", "H", "H", "H", "H", "H", "H", "H"], "positions_angstrom": [[-3.8067, -3.5363, 1.8560], [-4.8529, -3.7936, 0.9925], [-6.0164, -4.2946, 1.7243], [-7.2217, -3.2367, 1.4669], [-6.8544, -1.8937, 1.4300], [-8.5375, -3.7136, 1.2576], [-3.8661, -2.5855, 2.2356], [-2.9844, -3.4985, 1.2560], [-5.8641, -4.3550, 2.8192], [-6.3422, -5.2592, 1.3001], [-7.6042, -1.3276, 1.2446], [-9.0307, -3.7831, 2.0712], [1.7953, 1.2965, 0.9184], [0.9952, -0.0145, 0.7994], [0.1531, -0.0669, -0.4843], [-1.0780, 0.8308, -0.4500], [-1.9158, 0.5226, 0.7881], [-1.0997, 0.6195, 2.0847], [0.1581, -0.1802, 2.0173], [-0.1646, -1.4481, 2.1133], [-0.8153, 2.1184, 2.3544], [-1.9566, 0.1904, 3.2807], [2.0886, -1.0848, 0.6508], [1.2555, 2.1555, 1.2984], [2.6408, 1.1708, 1.5989], [2.1910, 1.6015, -0.0523], [-0.1817, -1.0972, -0.6546], [0.7754, 0.1935, -1.3436], [-0.7741, 1.8818, -0.4681], [-1.6765, 0.6684, -1.3503], [-2.7642, 1.2107, 0.8347], [-2.3448, -0.4828, 0.6885], [-0.0753, 2.2450, 3.1452], [-1.7269, 2.6244, 2.6806], [-0.4961, 2.6790, 1.4781], [-2.3450, -0.8250, 3.1790], [-2.8212, 0.8469, 3.3857], [-1.3869, 0.2506, 4.2101], [2.7199, -1.1399, 1.5392], [2.7307, -0.8316, -0.1938], [1.6859, -2.0794, 0.4533], [3.1273, 7.6099, -0.1715], [2.3652, 6.2675, -0.2577], [1.5346, 6.1525, -1.5509], [0.2680, 6.9953, -1.5446], [-0.5568, 6.6704, -0.3042], [0.2548, 6.8262, 0.9936], [1.5463, 6.0902, 0.9628], [1.2468, 4.7167, 1.0640], [0.4555, 8.3414, 1.2351], [-0.5878, 6.3779, 2.1904], [3.4993, 5.2400, -0.3786], [2.5623, 8.4589, 0.1916], [3.9740, 7.5169, 0.5135], [3.5198, 7.9026, -1.1537], [1.2427, 5.1082, -1.6982], [2.1516, 6.4192, -2.4183], [0.5241, 8.0610, -1.5845], [-0.3188, 6.7876, -2.4450], [-1.4417, 7.3197, -0.2750], [-0.9349, 5.6460, -0.3860], [1.1837, 8.5176, 2.0293], [-0.4847, 8.8108, 1.5453], [0.7506, 8.8952, 0.3447], [-0.9206, 5.3434, 2.1027], [-1.4876, 6.9965, 2.2764], [-0.0223, 6.4842, 3.1195], [4.1268, 5.2318, 0.5150], [4.1370, 5.5005, -1.2306], [3.1317, 4.2275, -0.5505], [2.9543, -7.1591, -2.6535], [2.6631, -6.1019, -1.5657], [1.7542, -6.6400, -0.4482], [0.2910, -6.7804, -0.8520], [-0.2243, -5.4541, -1.4077], [0.6404, -4.9261, -2.5607], [2.0897, -4.8873, -2.2028], [2.2638, -3.8899, -1.3760], [0.3755, -5.8157, -3.7968], [0.1484, -3.5418, -3.0005], [4.0478, -5.8721, -0.9391], [2.1953, -7.2884, -3.4136], [3.8631, -6.8965, -3.1999], [3.1055, -8.1440, -2.2045], [1.8012, -5.9631, 0.4108], [2.1354, -7.6018, -0.0954], [0.1794, -7.5873, -1.5840], [-0.3032, -7.0712, 0.0167], [-1.2563, -5.5766, -1.7470], [-0.2568, -4.7174, -0.5977], [1.1021, -5.6208, -4.5877], [-0.6139, -5.6080, -4.2081], [0.3582, -6.8813, -3.5778], [0.1552, -2.8143, -2.1889], [-0.8797, -3.6038, -3.3596], [0.7612, -3.1558, -3.8177], [4.7500, -5.4544, -1.6620], [4.4516, -6.8276, -0.5995], [4.0154, -5.2130, -0.0712]], "atomic_forces_ev_per_a": [[0.52, 0.49, -0.75], [-0.28, -1.33, 0.53], [-0.69, 1.56, -0.51], [0.53, -0.08, -0.01], [-0.57, -1.48, 0.04], [0.92, 0.85, -0.01], [-0.28, -0.23, 0.45], [0.08, 0.12, 0.19], [0.14, -0.25, -0.36], [0.29, 0.20, 0.26], [-0.25, 0.26, -0.07], [-0.35, -0.09, 0.24], [-0.09, 0.49, 0.03], [1.90, 1.19, -0.58], [-0.59, 0.02, 0.00], [0.10, 0.06, 0.03], [0.12, -0.32, -0.34], [-0.69, 2.09, 0.82], [-1.49, -2.32, -1.47], [0.42, 0.34, 0.74], [0.06, 0.13, -0.20], [0.03, -0.70, 0.00], [-0.45, -0.63, 0.43], [0.01, 0.06, -0.19], [-0.02, -0.15, -0.05], [0.02, -0.11, 0.00], [0.06, -0.05, 0.19], [0.16, 0.02, 0.16], [-0.01, -0.03, 0.09], [-0.01, 0.00, 0.00], [0.08, 0.04, 0.22], [0.12, -0.05, 0.07], [0.06, 0.03, -0.09], [-0.08, -0.24, 0.07], [0.20, 0.04, 0.12], [0.20, -0.04, 0.01], [0.12, 0.13, -0.18], [0.05, -0.05, -0.05], [-0.08, 0.03, 0.05], [-0.10, 0.20, 0.01], [-0.04, 0.06, 0.08], [0.07, 0.39, -0.23], [0.16, 0.67, -0.27], [-0.05, 0.02, -0.31], [0.08, -0.03, 0.07], [-0.30, -0.05, -0.12], [-0.07, 0.82, -0.21], [0.17, -0.62, 0.43], [-0.26, -0.43, -0.08], [-0.11, 0.30, -0.07], [-0.08, -0.49, 0.05], [-0.20, -0.48, 0.23], [-0.17, -0.08, -0.04], [-0.03, -0.14, -0.04], [0.06, -0.14, 0.01], [0.05, -0.04, 0.24], [0.09, 0.02, 0.07], [-0.03, -0.01, 0.06], [-0.01, 0.03, -0.02], [0.02, 0.02, 0.12], [0.20, -0.05, 0.10], [0.08, -0.07, -0.07], [-0.06, -0.20, 0.06], [0.12, -0.05, 0.03], [0.29, -0.03, -0.05], [0.07, 0.14, -0.12], [0.08, -0.07, -0.06], [-0.12, -0.01, 0.08], [-0.04, 0.19, 0.00], [-0.15, 0.10, 0.18], [-0.12, -0.30, -0.24], [1.01, -1.70, -0.57], [-0.47, 0.10, 0.08], [0.10, 0.04, -0.08], [0.14, -0.09, 0.43], [-1.29, -0.50, -1.64], [-0.63, 0.89, 2.55], [0.44, 0.16, -0.80], [0.02, -0.27, -0.12], [0.32, 0.39, 0.42], [-0.09, 0.75, 0.15], [-0.17, 0.06, 0.12], [0.01, 0.05, 0.13], [0.10, 0.10, 0.11], [0.11, 0.13, -0.12], [0.15, 0.04, -0.14], [-0.02, 0.06, -0.02], [0.00, 0.00, -0.01], [0.07, 0.11, -0.18], [0.15, 0.05, -0.06], [0.04, -0.04, 0.04], [0.03, 0.22, 0.12], [0.15, 0.01, 0.01], [0.19, -0.07, -0.02], [0.04, -0.21, 0.03], [0.04, 0.00, 0.05], [-0.07, 0.06, -0.01], [-0.15, -0.09, -0.13], [-0.09, 0.06, -0.12]]}